1.
Here is 2 unconnected molecules or ions with the total composition C6H17N3OS in a non-equilibrium geometry from the Open Molecules 2025 dataset. Energies are from ωB97M-V with the def2-TZVPD basis set.

Output
- Gap between HOMO and LUMO: 0.1909 Eh
- E: -23846.3328 eV
- E_HOMO: -6.0 eV

The geometry in ORCA input format:
```
! wB97M-V def2-TZVPD RIJCOSX def2/J DEFGRID3
* xyz 0 1
N 1.5713 0.2496 1.2686
C 0.7831 0.3089 0.0229
C 0.8731 1.7407 -0.5040
N 0.1468 1.8185 -1.8055
C 0.6390 0.8156 -2.8137
C 1.6245 -0.2307 -2.2324
N 1.2863 -0.7202 -0.9013
S 0.2420 -2.0937 -0.9445
H 1.4180 -0.6926 1.6218
H 1.1352 0.8887 1.9302
H -0.2709 0.0489 0.2822
H 0.3107 2.3682 0.2023
H 1.8834 2.1608 -0.5397
H -0.8385 1.6113 -1.6223
H 0.2170 2.7684 -2.1653
H -0.2288 0.3287 -3.2668
H 1.1686 1.3394 -3.6205
H 1.5640 -1.0896 -2.9110
H 2.6663 0.1185 -2.2493
H -0.9960 -1.6328 -0.4984
C -1.2807 -1.4922 2.9648
C -2.5391 -1.0270 2.1960
O -2.3051 -0.9964 0.8646
H -0.4396 -0.8103 2.7962
H -1.4709 -1.5176 4.0486
H -0.9799 -2.4980 2.6608
H -2.8265 -0.0596 2.6747
H -3.3531 -1.7055 2.5409
*
```


2.
Here is 2 unconnected molecules or ions with the total composition C6H17N3OSi in a non-equilibrium geometry from the Open Molecules 2025 dataset. Energies are from ωB97M-V with the def2-TZVPD basis set.

Output
- Gap between HOMO and LUMO: 0.2921 Eh
- E: -20889.3632 eV
- ΔE to the lowest compared entry with this formula, charge and spin: 35.54 kcal per mole
- SMILES: C/C=[Si](\NN)OCC.C=NC
- E_HOMO: -7.2 eV

The geometry in ORCA input format:
```
! wB97M-V def2-TZVPD RIJCOSX def2/J DEFGRID3
* xyz 0 1
C 1.4083 -0.2134 3.2583
C 2.1134 -0.1341 1.8346
C 1.9767 -1.5096 -1.7214
C -2.0627 -0.6259 -1.4752
C -4.3841 -0.4975 -1.4958
C 2.5699 -0.1257 -1.5186
N -0.6745 2.5398 1.7712
N 0.1945 2.1855 0.6589
N -3.1267 -0.4674 -0.8188
O 1.5838 0.8151 -1.0143
Si 1.2695 0.8725 0.5730
H 1.6240 0.7028 3.8361
H 0.3831 -0.2888 3.0767
H 2.3391 -1.1073 1.5927
H 1.3201 -1.4855 -2.5540
H 2.6101 -2.2911 -1.9038
H 1.4231 -1.9777 -0.8152
H -1.7045 -0.8577 -2.4474
H 1.6617 -1.0433 3.8239
H -1.1445 -0.7629 -0.8201
H -4.3231 -0.5715 -2.5435
H -5.0521 -1.2548 -1.0377
H -4.7625 0.5092 -1.3434
H 2.7272 0.4822 -2.4557
H 3.4225 -0.1397 -0.8644
H -1.5647 2.0407 1.7897
H -0.1494 2.2533 2.6130
H 0.3219 2.9529 0.0012
*
```


3.
Here is a molecular structure, C6H17N4 in a non-equilibrium geometry from the Open Molecules 2025 dataset. Energies are from ωB97M-V with the def2-TZVPD basis set.

Output
- Gap between HOMO and LUMO (spin up / spin down): 0.3229 / 0.3228 Eh
- E: -12446.9140 eV
- ΔE to the lowest compared entry with this formula, charge and spin: 71.49 kcal per mole
- E_HOMO (spin up / spin down): -12.7 / -12.7 eV

The geometry in ORCA input format:
```
! wB97M-V def2-TZVPD RIJCOSX def2/J DEFGRID3
* xyz 1 1
C 2.4898 0.2507 -0.4838
C 1.1537 0.2262 1.6762
C 1.1868 -1.9250 0.1096
C -1.8950 0.9592 -1.4871
C -1.6598 1.2615 0.9826
C 1.1902 -0.3835 0.2408
N -2.8003 -1.4790 -0.4791
N -2.0363 -1.1247 0.3230
N 0.1002 0.3699 -0.4823
N -1.2356 0.4805 -0.2659
H 2.3364 0.0353 -1.6135
H 2.5198 1.1999 -0.1940
H 3.3953 -0.2076 0.0405
H 0.4846 -0.2139 2.4152
H 0.9912 1.3007 1.6587
H 2.1642 0.1741 2.0497
H 2.0973 -2.3188 0.6109
H 0.3525 -2.3225 0.6513
H 1.2298 -2.3245 -1.0248
H -1.3826 0.5684 -2.4091
H -2.9793 0.6362 -1.4599
H -1.9351 1.9982 -1.4936
H -0.8654 2.0446 1.2037
H -2.5997 1.7176 0.9037
H -1.5286 0.6784 1.8292
H -3.3057 -2.3752 -0.4134
H 0.1942 0.1140 -1.5085
*
```


4.
Here is 2 unconnected molecules or ions with the total composition C6H17N4O in a non-equilibrium geometry from the Open Molecules 2025 dataset. Energies are from ωB97M-V with the def2-TZVPD basis set.

Output
- Gap between HOMO and LUMO (spin up / spin down): 0.2356 / 0.3622 Eh
- E: -14491.7311 eV
- ΔE to the lowest compared entry with this formula, charge and spin: 217.17 kcal per mole
- E_HOMO (spin up / spin down): -11.9 / -13.5 eV

The geometry in ORCA input format:
```
! wB97M-V def2-TZVPD RIJCOSX def2/J DEFGRID3
* xyz 1 1
C -0.3145 1.9708 0.9008
C -1.1132 2.1966 -0.4243
C 0.8340 0.9750 0.7492
C -1.7929 0.8873 -0.9833
C 0.3286 -0.4584 0.7568
C -3.4593 -1.9860 0.4613
N -2.3721 0.0709 0.0395
N 1.8174 -1.7441 -0.5829
N 0.7062 -1.5774 0.2443
N 4.1099 -0.0637 -0.4786
O -2.7058 -1.1333 -0.4991
H 0.2563 2.9229 1.0878
H -1.0030 1.7294 1.7568
H -1.9240 2.8146 -0.1550
H -0.4984 2.6211 -1.1096
H 1.5546 1.2200 -0.0957
H 1.6241 0.9424 1.6215
H -2.3792 1.1558 -1.9074
H -1.0324 0.2490 -1.5297
H -3.4477 -1.4926 1.4254
H -2.9687 -3.0370 0.4484
H -4.5163 -2.3725 0.1984
H 2.4917 -2.5359 -0.5792
H 2.2860 -0.8441 -0.8452
H -0.0253 -2.3742 0.2975
H 4.7911 -0.7174 -0.7597
H 4.0205 -0.2079 0.4725
H 4.7327 0.7884 -0.5103
*
```


5.
Here is C6H17N5O2 in the gas phase in a non-equilibrium geometry from the Open Molecules 2025 dataset. Energies are from ωB97M-V with the def2-TZVPD basis set.

Output
- Gap between HOMO and LUMO: 0.3389 Eh
- E: -18042.3641 eV
- ΔE to the lowest compared entry with this formula, charge and spin: 30.45 kcal per mole
- SMILES: NN[C@@H](N)NCCC[C@@H](N)C(=O)O
- E_HOMO: -8.7 eV

The geometry in ORCA input format:
```
! wB97M-V def2-TZVPD RIJCOSX def2/J DEFGRID3
* xyz 0 1
C 1.4755 -1.9606 -1.2835
C 0.9615 -0.8246 0.8547
C 0.8744 0.6510 1.4331
C 0.1612 1.5546 0.4747
C -1.3974 1.6371 0.6174
C -1.7099 1.8759 2.0409
H -1.0179 -1.2811 -3.1187
H -0.8502 -0.2874 -1.7936
H -0.5626 -2.2377 -0.9359
H 1.5960 -2.9507 -0.7814
H 1.8064 -0.9939 -2.9873
H 2.2775 -2.5912 -3.0630
H 2.7025 -0.6167 -0.4275
H 1.3619 -1.4699 1.6233
H -0.0385 -1.2201 0.6973
H 1.9234 1.0105 1.5281
H 0.4729 0.6245 2.4121
H 0.5039 2.5869 0.6812
H 0.4157 1.3939 -0.5828
H -1.8417 2.4583 0.0834
H -2.9967 0.6955 -0.2709
H -2.3840 -0.1871 1.0957
H -1.6718 3.2200 3.3686
N -0.3415 -0.9624 -2.4251
N 0.0823 -2.1266 -1.7583
N 2.2799 -1.7333 -2.4529
N 1.6957 -0.8383 -0.4167
N -2.0838 0.3645 0.1933
O -1.4764 3.1511 2.3931
O -2.2182 1.0577 2.8006
*
```


6.
Here is 2 unconnected molecules or ions with the total composition C6H17N5O2S in a non-equilibrium geometry from the Open Molecules 2025 dataset. Energies are from ωB97M-V with the def2-TZVPD basis set.

Output
- Gap between HOMO and LUMO: 0.3187 Eh
- E: -28857.2523 eV
- ΔE to the lowest compared entry with this formula, charge and spin: 63.80 kcal per mole
- E_HOMO: -15.3 eV

The geometry in ORCA input format:
```
! wB97M-V def2-TZVPD RIJCOSX def2/J DEFGRID3
* xyz 2 1
C -0.4342 -0.0853 -0.2923
C -3.8327 -0.5514 2.0593
C 3.6029 -1.6157 -2.3173
C 4.6873 -0.5050 -0.3864
C 1.6181 1.2243 -0.8494
C 2.8306 0.6925 -1.6929
N 0.7480 0.1950 -0.3469
N -3.6516 1.8780 2.5056
N -1.3579 -0.7587 0.0710
N -4.6406 -1.5237 2.3940
N 3.4092 -0.7230 -1.1728
O -4.3505 1.1433 0.1173
O -6.1277 1.0337 1.9419
S -4.5496 0.9486 1.5020
H -6.8996 1.3706 1.4182
H 4.1455 -2.4512 -2.0670
H 2.5926 -1.8880 -2.5491
H 4.1629 -1.0411 -3.0925
H 5.2277 -1.5666 -0.4422
H 5.3728 0.1869 -0.7581
H 4.4351 -0.1768 0.5879
H 1.2924 1.9914 -1.5889
H 1.8503 1.8132 0.0486
H 2.4267 0.3922 -2.7469
H 3.6362 1.4463 -1.8471
H -2.8990 2.2884 1.9947
H -3.7846 2.3131 3.4072
H -2.1315 -1.1407 -0.3963
H -4.3570 -2.3610 2.8074
H -5.6727 -1.4132 2.2795
H 2.6509 -1.1158 -0.5887
*
```


7.
Here is 2 unconnected molecules or ions with the total composition C6H17N6 in a non-equilibrium geometry from the Open Molecules 2025 dataset. Energies are from ωB97M-V with the def2-TZVPD basis set.

Output
- Gap between HOMO and LUMO: 0.3650 Eh
- E: -15431.4035 eV
- ΔE to the lowest compared entry with this formula, charge and spin: 0.00 kcal per mole
- E_HOMO: -12.2 eV

The geometry in ORCA input format:
```
! wB97M-V def2-TZVPD RIJCOSX def2/J DEFGRID3
* xyz 1 1
C 1.2669 0.7479 -0.1001
C 2.6482 -1.2402 -0.2169
C -1.7783 -0.3035 -0.3733
C -1.8191 0.4101 -1.7507
C -0.4606 2.2033 0.7463
C -1.3479 -2.0908 0.8680
N 1.5592 -0.6595 -0.3793
N 0.0639 0.8888 0.3265
N 2.2067 1.6296 -0.4567
N 3.7365 -0.9230 0.4919
N -2.7619 -0.0333 0.5061
N -1.1880 -1.4640 -0.3771
H 2.5830 -2.1998 -0.7703
H -0.7587 0.5388 -2.0023
H -2.2587 1.4637 -1.7457
H -2.2723 -0.2260 -2.4618
H 0.2320 3.0295 0.4037
H -1.4706 2.3149 0.4115
H -0.6076 2.2006 1.8721
H -0.8152 -1.8314 1.7450
H -2.3659 -2.1242 1.1693
H -1.1175 -3.1322 0.7507
H 3.0913 1.3495 -0.8382
H 2.0721 2.5642 -0.6544
H 3.5790 -0.2569 1.3532
H 4.4620 -1.6016 0.6889
H -3.4183 0.6056 0.1776
H -2.7334 -0.2624 1.5338
H -0.3266 -1.5976 -0.9180
*
```


8.
Here is 2 unconnected molecules or ions with the total composition C6H17NO from the Open Molecules 2025 dataset. Energies are from ωB97M-V with the def2-TZVPD basis set.

Output
- Gap between HOMO and LUMO (spin up / spin down): 0.0919 / 0.3428 Eh
- E: -10033.6747 eV
- ΔE to the lowest compared entry with this formula, charge and spin: 10.78 kcal per mole
- E_HOMO (spin up / spin down): 1.2 / -5.7 eV

The geometry in ORCA input format:
```
! wB97M-V def2-TZVPD RIJCOSX def2/J DEFGRID3
* xyz -1 2
C 0.8374 -0.5200 -1.5881
O -0.2601 -0.9795 -0.8823
C 0.7671 0.9728 -1.8971
C 1.8392 1.4477 -2.8660
H 0.9122 -1.0667 -2.5349
H 1.7768 -0.7288 -1.0538
H 0.8238 1.5188 -0.9654
H -0.2237 1.1711 -2.3000
H 1.6554 2.4785 -3.1930
H 1.8449 0.8165 -3.7587
H 2.8335 1.3980 -2.4248
C -2.5813 -0.9583 1.3724
C -1.5134 -0.1304 2.0731
N -0.1570 -0.4844 1.6194
C 0.8395 0.5253 1.9741
H -2.3591 -2.0233 1.3980
H -3.5435 -0.8116 1.8673
H -2.6808 -0.6811 0.3245
H -1.6672 0.9251 1.8564
H -1.5824 -0.2495 3.1611
H -0.1801 -0.7603 0.1341
H 0.1050 -1.3383 2.0890
H 0.6253 1.4562 1.4575
H 1.8381 0.1985 1.6695
H 0.8517 0.7429 3.0410
*
```


9.
Here is 2 unconnected molecules or ions with the total composition C6H17NO in a non-equilibrium geometry from the Open Molecules 2025 dataset. Energies are from ωB97M-V with the def2-TZVPD basis set.

Output
- Gap between HOMO and LUMO: 0.3145 Eh
- E: -10034.4735 eV
- ΔE to the lowest compared entry with this formula, charge and spin: 25.57 kcal per mole
- SMILES: CCCN(C)CC.O
- E_HOMO: -7.8 eV

The geometry in ORCA input format:
```
! wB97M-V def2-TZVPD RIJCOSX def2/J DEFGRID3
* xyz 0 1
C 0.3522 -1.7327 1.1439
C 1.5279 -1.1057 0.4087
C -0.6594 -0.7383 1.6488
N -1.3908 0.0423 0.6423
C -1.1431 1.4514 0.5938
C 0.1771 1.9261 -0.0811
C -1.7303 -0.6582 -0.5595
H 0.6678 -2.3309 2.0085
H -0.1527 -2.4001 0.4940
H 1.9780 -0.3002 0.9598
H 1.1977 -0.7045 -0.5507
H 2.2982 -1.8412 0.2166
H -0.1395 -0.0369 2.2800
H -1.3986 -1.2638 2.2672
H -1.9784 1.9629 0.1139
H -1.1254 1.8431 1.6159
H 0.7053 2.7237 0.4329
H -0.0792 2.2413 -1.0981
H 0.8102 1.0660 -0.2523
H -0.9114 -0.9402 -1.2284
H -2.3313 -1.5475 -0.3320
H -2.3496 -0.0506 -1.1438
H 1.3706 1.3578 -3.0275
H 2.1424 0.2108 -3.6467
O 2.1623 0.8253 -2.9061
*
```


Question: Which value of E does entry 1 give?
Answer: -23846.3328 eV


Question: Number 7 is which compound?
Answer: C6H17N6


Question: Look up the E of the third one.
Answer: -12446.9140 eV


Question: Which of these has the highest E?
Answer: number 8